2 unconnected molecules or ions with the total composition C7H13NO2S at a distorted geometry. Source: the Open Molecules 2025 dataset; level of theory: wB97M-V/def2-TZVPD.

As for the total charge: 0. As for the spin multiplicity: 1. The relative energy (zero: lowest compared OMol25 entry of this formula, charge and spin) comes out at 491.2 kJ/mol. The HOMO-LUMO gap is 9.759 eV.

CARTESIAN COORDINATES (ANGSTROEM)
1 C 1.1843 -1.6103 2.5196
2 C 0.1959 -1.4982 1.8340
3 C -1.5535 -2.4640 0.4372
4 C -1.5581 -0.1149 1.2230
5 C -0.7029 1.0726 -1.9064
6 C 1.2201 -0.1492 -1.0068
7 C -0.9508 -1.4764 1.0385
8 N 0.3219 1.0470 -0.9957
9 O 1.5411 1.7999 1.0303
10 O 2.0785 2.9309 -1.1177
11 S 0.8753 2.3831 -0.0822
12 H 1.9732 -1.7142 3.2244
13 H 2.8910 2.7674 -0.5827
14 H -2.4731 -2.2078 -0.1924
15 H -1.2822 -3.4779 0.3850
16 H -1.7212 0.3312 2.2092
17 H -2.4642 -0.0826 0.6300
18 H -0.9033 0.5294 0.6256
19 H -1.3159 0.1707 -1.9127
20 H -1.4587 1.7126 -1.5204
21 H -0.3754 1.2078 -2.9118
22 H 1.8707 -0.1507 -0.0858
23 H 0.6730 -0.9815 -0.9613
24 H 1.9342 -0.0251 -1.8809


2 unconnected molecules or ions with the total composition C7H13NO6P at a distorted geometry. Source: the Open Molecules 2025 dataset; level of theory: wB97M-V/def2-TZVPD.

As for the total charge: -1. As for the spin multiplicity: 1. The relative energy (zero: lowest compared OMol25 entry of this formula, charge and spin) comes out at 720.3 kJ/mol. The HOMO-LUMO gap (spin up / spin down) is 5.671 / 5.669 eV.

CARTESIAN COORDINATES (ANGSTROEM)
1 C -2.6648 -0.3902 -0.1777
2 C -3.8246 0.7866 -0.3765
3 C -0.5597 2.1949 -1.2797
4 C -0.3821 -2.4611 -0.5622
5 C 0.4369 0.6235 2.4124
6 C 3.4401 -0.8904 -0.0869
7 C -0.0269 0.7997 -1.0412
8 N -2.4453 -1.5201 0.1411
9 O -4.0764 1.2518 0.6923
10 O -4.1432 0.7722 -1.5586
11 O 2.1366 1.7759 0.1001
12 O -1.6969 -2.6012 0.0689
13 O 1.0470 -0.1698 1.4102
14 O 2.1812 -0.6250 -0.6586
15 P 1.3060 0.5762 -0.0289
16 H -1.5118 2.5081 -0.6842
17 H 0.2778 2.8446 -0.9157
18 H -0.7941 2.2806 -2.3149
19 H 0.0409 -3.4108 -0.3932
20 H 0.3382 -1.7919 0.0131
21 H -0.4063 -2.1621 -1.5769
22 H 0.0071 -0.1405 3.1019
23 H -0.4854 1.1537 1.9079
24 H 1.1877 1.4065 2.9059
25 H 3.8960 0.0883 0.2463
26 H 4.1017 -1.0964 -0.9692
27 H 3.3959 -1.7587 0.6146
28 H -0.7755 -0.0443 -0.9901


A gas-phase ion, C7H13NOP (charge +1). Source: the Open Molecules 2025 dataset; level of theory: wB97M-V/def2-TZVPD.

As for the total charge: +1. As for the spin multiplicity: 1. The relative energy (zero: lowest compared OMol25 entry of this formula, charge and spin) comes out at 124.6 kJ/mol. The HOMO-LUMO gap (spin up / spin down) is 6.377 / 6.372 eV.

CARTESIAN COORDINATES (ANGSTROEM)
1 C -0.2462 -1.0494 -0.5471
2 C -0.8050 1.2543 -0.9907
3 C 2.5705 -0.6928 -0.2055
4 C -1.4381 -0.1198 -0.6405
5 C 0.4039 -1.3196 0.6118
6 C 0.3480 1.6362 -0.1071
7 C -2.2986 -0.0665 0.6118
8 N 1.7877 -1.4730 0.6503
9 O 0.2274 -1.3805 -1.7613
10 P 2.0032 1.2227 -0.1980
11 H -0.4628 1.2084 -2.0303
12 H -1.5809 2.0170 -0.9236
13 H 3.6191 -0.6801 0.0948
14 H 2.5014 -0.9766 -1.2564
15 H -2.0557 -0.4362 -1.4851
16 H -0.1039 -1.2243 1.5563
17 H 0.1540 2.4720 0.5576
18 H -3.1769 0.5464 0.4290
19 H -1.7604 0.3521 1.4594
20 H -2.6386 -1.0674 0.8735
21 H 0.8279 -2.1369 -1.7239
22 H 2.1474 -1.5893 1.5892
23 H 2.4443 1.6980 1.0365


C7H13NOS in the gas phase at a distorted geometry. Source: the Open Molecules 2025 dataset; level of theory: wB97M-V/def2-TZVPD.

As for the total charge: 0. As for the spin multiplicity: 1. The relative energy (zero: lowest compared OMol25 entry of this formula, charge and spin) comes out at 241.4 kJ/mol. The HOMO-LUMO gap is 8.737 eV.

CARTESIAN COORDINATES (ANGSTROEM)
1 C -0.5060 -2.1285 -1.6083
2 C 1.0607 -2.0436 -1.4947
3 C 0.2309 0.4491 -0.8295
4 C -0.4351 1.5377 -1.5606
5 C -1.0526 0.4787 1.3756
6 C 1.1849 -0.5774 1.3271
7 C 0.4095 0.4413 0.5927
8 N -1.0947 -1.1341 -1.0120
9 O -0.9658 -3.1811 -2.0506
10 S 1.4910 -0.3263 -1.8515
11 H 1.4967 -2.3932 -0.6491
12 H 1.4564 -2.4172 -2.3834
13 H 0.1718 2.4592 -1.6609
14 H -1.3681 1.7298 -1.0422
15 H -0.6443 1.2009 -2.6723
16 H -1.5286 1.3768 1.0908
17 H -0.7932 0.5569 2.4187
18 H -1.4845 -0.4492 1.1260
19 H 2.0789 -0.8366 0.8100
20 H 0.5094 -1.2918 1.6307
21 H 1.4912 0.1160 2.2377
22 H 0.7766 1.4916 0.9097
23 H -2.0657 -0.9608 -1.0749